No. 1
Entry from the Open Molecules 2025 dataset: C21H18N3O9Pt as an isolated structure (wB97M-V/def2-TZVPD).

Last column: Mulliken spin population.
Positions of all 52 atoms, in Å:
Pt1 0.187 0.080 -0.100  2.0084
O1 -0.374 -1.449 3.723  0.0234
C1 -0.271 -1.409 2.510  0.0073
O2 0.303 -0.399 1.927  0.2057
C2 -0.910 -2.535 1.702  -0.0210
C3 -1.490 -3.516 2.486  -0.0194
C4 -2.166 -4.588 1.933  0.0047
C5 -2.284 -4.727 0.564  0.0015
C6 -1.685 -3.779 -0.223  0.0229
C7 -0.993 -2.640 0.282  0.0124
O3 -0.544 -1.799 -0.585  0.1884
N1 -1.829 -3.957 -1.669  0.0005
O4 -0.871 -3.752 -2.380  0.0004
O5 -2.924 -4.325 -2.073  0.0004
N2 -2.790 -5.578 2.799  -0.0005
O6 -3.369 -6.515 2.270  0.0014
O7 -2.710 -5.424 4.004  0.0012
H1 -1.415 -3.405 3.558  0.0019
H2 -2.833 -5.545 0.123  0.0004
O8 2.622 -2.173 0.155  0.0065
C8 2.935 -1.223 -0.519  -0.0065
C9 4.284 -1.032 -1.206  0.0104
C10 4.171 0.317 -1.905  0.0043
C11 2.762 0.799 -1.578  -0.0252
O9 2.278 1.846 -1.951  0.0004
N3 2.133 -0.134 -0.796  0.2273
H3 4.442 -1.869 -1.885  -0.0003
H4 5.065 -1.075 -0.447  -0.0006
H5 4.273 0.262 -2.988  0.0002
H6 4.881 1.063 -1.548  0.0004
C12 -3.247 2.869 -0.052  0.0790
C13 -2.300 1.835 0.589  0.0482
C14 -1.863 2.371 1.963  0.0854
C15 -1.079 1.697 -0.276  1.1755
C16 -3.042 0.502 0.698  -0.0434
C17 -3.328 -0.209 -0.470  -0.0210
C18 -4.038 -1.396 -0.431  0.0314
C19 -4.491 -1.898 0.784  0.0004
C20 -4.207 -1.210 1.950  0.0083
C21 -3.480 -0.023 1.908  0.0103
H7 -2.742 3.833 -0.145  -0.0111
H8 -4.137 3.002 0.567  0.0059
H9 -3.564 2.549 -1.044  -0.0076
H10 -1.316 3.306 1.824  -0.0160
H11 -1.207 1.669 2.478  -0.0043
H12 -2.730 2.582 2.594  0.0250
H13 -0.676 2.564 -0.796  -0.0229
H14 -2.961 0.166 -1.418  0.0025
H15 -4.227 -1.944 -1.346  0.0010
H16 -5.036 -2.833 0.816  -0.0003
H17 -4.523 -1.606 2.907  0.0006
H18 -3.247 0.477 2.837  -0.0036

As for the multiplicity: 5. Its calculated total energy is -1771.60413 a.u. For the energy relative to the best compared isomer or geometry (same formula, charge and spin), the calculation gives 0.0 kJ/mol. The LUMO energy (alpha / beta) is 2.2594 / 1.0408 eV. The expectation value of S² is 6.01. The orbital gap (alpha / beta) is 7.34 / 7.15 eV. Its charge is -1.

=====

No. 2
Entry from the Open Molecules 2025 dataset: C21H18N4O2PdS as an isolated structure (wB97M-V/def2-TZVPD).

Last column: natural (NBO) charge in e.
Positions of all 47 atoms, in Å:
Pd1 0.727 -0.010 -0.477  0.8832
N1 1.901 3.368 -2.811  -0.7777
C1 1.351 2.380 -2.078  0.2828
S1 2.251 0.921 -1.884  -0.1324
N2 0.170 2.661 -1.554  -0.4404
N3 -0.283 1.639 -0.781  -0.1713
C2 -1.459 1.721 -0.241  0.1710
C3 -2.367 2.877 -0.416  -0.1177
C4 -2.841 3.224 -1.676  -0.1080
C5 -3.701 4.300 -1.819  -0.2281
C6 -4.086 5.040 -0.709  -0.2003
C7 -3.610 4.701 0.549  -0.2126
C8 -2.754 3.619 0.695  -0.1884
C9 -1.859 0.543 0.566  0.1802
C10 -3.085 0.402 1.194  -0.2319
C11 -3.336 -0.774 1.893  -0.1446
C12 -2.375 -1.767 1.941  -0.2523
C13 -1.171 -1.566 1.279  0.0975
N4 -0.936 -0.441 0.619  -0.4345
H1 2.782 3.238 -3.271  0.4066
H2 1.381 4.215 -2.955  0.4065
H3 -2.524 2.655 -2.541  0.2170
H4 -4.068 4.565 -2.802  0.2170
H5 -4.754 5.883 -0.825  0.2164
H6 -3.901 5.278 1.417  0.2175
H7 -2.374 3.356 1.675  0.2183
H8 -3.824 1.186 1.132  0.2412
H9 -4.287 -0.906 2.390  0.2250
H10 -2.544 -2.693 2.472  0.2320
H11 -0.377 -2.299 1.245  0.2412
C14 4.011 -1.756 2.378  -0.7133
C15 2.944 -1.807 1.302  0.5978
O1 2.206 -0.824 1.210  -0.6555
C16 2.830 -2.977 0.449  -0.3573
C17 3.684 -4.080 0.687  -0.0809
C18 3.626 -5.234 -0.044  -0.3249
C19 2.674 -5.317 -1.079  -0.1621
C20 1.836 -4.277 -1.350  -0.3025
C21 1.867 -3.053 -0.607  0.4410
O2 1.032 -2.139 -0.938  -0.7652
H12 3.952 -0.784 2.859  0.2341
H13 5.008 -1.898 1.959  0.2279
H14 3.858 -2.540 3.122  0.2257
H15 4.411 -4.011 1.485  0.1931
H16 4.291 -6.060 0.166  0.2077
H17 2.610 -6.221 -1.674  0.2057
H18 1.110 -4.334 -2.151  0.2154

Its calculated total energy is -1706.64110 a.u. For the energy relative to the best compared isomer or geometry (same formula, charge and spin), the calculation gives 19.5 kJ/mol. The LUMO energy is -0.6534 eV. The orbital gap is 6.52 eV.